1:
C3H10N2O2 | the ωB97M-V functional and the def2-TZVPD basis

The SMILES is CC(=O)NCN.O. As for the lowest unoccupied orbital energy: 0.56 eV. The HOMO-LUMO gap comes out at 0.36382 Ha.

```
17
Properties=species:S:1:pos:R:3:lowdin_charge:R:1
O 2.13966 -0.30612 0.57249 0.019
C 1.57936 -0.89049 -0.39126 -0.517
N 0.40798 -0.52024 -0.99407 0.059
C -0.04317 0.80052 -0.79628 -0.384
N -0.86912 1.31647 -1.78624 -0.007
C 2.33264 -1.91219 -1.18520 -0.012
H 0.16835 -0.85646 -1.90653 0.126
H -0.44653 0.88365 0.23582 0.127
H 0.73839 1.49580 -0.63669 0.108
H -1.18870 2.32073 -1.65053 0.113
H -1.77989 0.81028 -1.90023 0.093
H 1.60935 -2.52234 -1.84786 0.103
H 2.96995 -1.19561 -1.80577 0.123
H 2.85030 -2.63713 -0.65150 0.048
H -2.81256 1.33863 5.21579 0.023
H -3.96849 0.91567 4.29988 0.039
O -3.68752 0.95884 5.22819 -0.062
```

***

2:
C3H10N2O2 | the ωB97M-V functional and the def2-TZVPD basis

The SMILES is CNC(=O)CN.O. As for the lowest unoccupied orbital energy: 0.26 eV. The HOMO-LUMO gap comes out at 0.35406 Ha.

```
17
Properties=species:S:1:pos:R:3:lowdin_charge:R:1
N -1.76111 -0.14986 -1.76923 0.022
C -1.62635 -0.51445 -0.37856 -0.221
C -0.36427 -1.28411 -0.04424 -0.482
N 0.72315 -0.55598 0.42948 -0.012
C 2.07672 -1.01851 0.48317 -0.108
O -0.26251 -2.47324 -0.24881 0.072
H -1.40496 0.78553 -1.94765 0.073
H -1.21715 -0.74015 -2.35996 0.063
H -1.65737 0.31262 0.33963 0.112
H -2.48012 -1.14226 -0.10226 0.113
H 0.55506 0.09000 1.18121 0.122
H 2.37784 -1.35597 1.48548 0.084
H 2.39157 -1.78981 -0.21265 0.085
H 2.76036 -0.18505 0.27688 0.077
H 0.33027 4.04613 1.78891 0.026
H 1.67877 4.48003 0.97664 0.039
O 0.74554 4.65041 1.16956 -0.066
```

***

Need the numbers? Relative energies in kcal/mol: 1 4.2; 2 0.0.

***

1:
C37H35As2BrCl2CsN3O5 | the ωB97M-V functional and the def2-TZVPD basis

As for the lowest unoccupied orbital energy: 3.55 eV. As for the net charge: -2. The HOMO-LUMO gap comes out at 0.20468 Ha.

```
86
Properties=species:S:1:pos:R:3:lowdin_charge:R:1
Cs 0.44838 -0.08388 -0.62579 1.658
N 3.16738 -1.11933 -0.35797 -0.074
C 3.26389 -1.37291 1.08483 -0.229
C 2.19905 -0.58610 1.86592 -0.681
O 2.59749 0.52781 2.34608 -0.187
N 1.05257 -1.18737 1.96971 -0.051
C 0.00767 -0.59011 2.76744 -0.206
C -1.19351 -0.02053 1.98537 -0.747
O -2.34316 -0.32291 2.36606 -0.060
O -0.93412 0.76175 1.01798 -0.680
H 4.06604 -1.26160 -0.80125 0.059
H 2.91640 -0.14951 -0.51713 -0.031
H 4.23527 -1.07178 1.49584 0.095
H 3.11397 -2.43960 1.26266 0.093
H 0.38703 0.24418 3.38018 0.074
H -0.39689 -1.34968 3.44174 0.098
Cl -2.68843 -0.89701 -0.99361 0.606
C -2.52750 -0.53524 -2.70925 -0.953
Cl -1.59535 0.94453 -2.95817 0.552
H -3.51568 -0.39371 -3.13400 0.023
H -1.97422 -1.34395 -3.17205 0.009
C -0.47836 4.05813 2.38109 -0.423
C -1.77864 3.52311 1.77785 -0.440
As -1.60337 3.11458 -0.13909 1.302
C -3.44291 2.51344 -0.44906 -0.402
C -4.13742 1.73428 0.46922 -0.119
C -5.43442 1.31312 0.20056 -0.098
C -6.04874 1.64764 -0.99590 -0.119
C -5.35714 2.41050 -1.93093 -0.110
C -4.06981 2.83917 -1.65357 -0.157
C -2.06148 4.97607 -0.75502 -0.373
C -1.28479 5.59038 -1.73482 -0.130
C -1.57226 6.87187 -2.18953 -0.107
C -2.65455 7.56635 -1.67067 -0.121
C -3.45202 6.96317 -0.70546 -0.103
C -3.15608 5.68403 -0.25996 -0.117
As 0.97580 2.68583 2.16088 1.380
C 2.03500 3.51343 0.72336 -0.361
C 1.67904 4.65461 0.01287 -0.137
C 2.50221 5.17077 -0.98059 -0.106
C 3.69908 4.54347 -1.28903 -0.112
C 4.06517 3.39716 -0.59375 -0.089
C 3.24430 2.89136 0.40159 -0.103
C 2.13154 3.50995 3.54845 -0.344
C 2.42966 4.87010 3.57907 -0.112
C 3.17508 5.41796 4.61370 -0.114
C 3.64586 4.60617 5.63773 -0.128
C 3.37276 3.24521 5.60993 -0.106
C 2.62212 2.70481 4.57373 -0.104
H -0.60883 4.17978 3.46014 0.061
H -0.22824 5.04840 1.98602 0.043
H -2.61178 4.21035 1.94770 0.056
H -2.02668 2.57143 2.24888 0.048
H -3.63907 1.40137 1.37508 0.079
H -5.95785 0.69879 0.92381 0.099
H -7.05864 1.31326 -1.20663 0.086
H -5.81866 2.66886 -2.87756 0.090
H -3.53772 3.43694 -2.38387 0.092
H -0.44545 5.04416 -2.15240 0.092
H -0.95266 7.33201 -2.95142 0.092
H -2.88012 8.56861 -2.01643 0.087
H -4.31160 7.49072 -0.30674 0.091
H -3.80215 5.21534 0.47465 0.096
H 0.75261 5.16725 0.23449 0.066
H 2.20231 6.06689 -1.51372 0.092
H 4.34061 4.94322 -2.06604 0.088
H 4.99357 2.89343 -0.83722 0.096
H 3.52086 1.99632 0.95305 0.084
H 2.07961 5.51244 2.77712 0.093
H 3.39145 6.48108 4.62154 0.088
H 4.22447 5.03331 6.44940 0.084
H 3.75056 2.60305 6.39788 0.090
H 2.42729 1.63948 4.52013 0.085
Br 3.07789 -0.24408 -8.21674 0.665
C 2.43337 -1.30830 -6.76773 -0.666
C 2.35454 -2.67955 -6.93000 -0.229
N 1.91483 -3.47942 -5.96226 0.053
C 1.52478 -2.91276 -4.81985 -0.080
C 1.57651 -1.54537 -4.57657 -0.089
C 2.05918 -0.71568 -5.57680 -0.051
C 1.09271 -0.95870 -3.24358 -0.789
O 1.60251 0.11871 -2.89739 -0.253
O 0.22113 -1.63237 -2.65551 -0.276
H 2.65052 -3.15274 -7.85985 0.088
H 1.14698 -3.56976 -4.04610 0.117
H 2.13245 0.34805 -5.39341 0.117
```

***

2:
C37H35As2BrCl2CsN3O5 | the ωB97M-V functional and the def2-TZVPD basis

As for the lowest unoccupied orbital energy: 3.67 eV. As for the net charge: -2. The HOMO-LUMO gap comes out at 0.22600 Ha.

```
86
Properties=species:S:1:pos:R:3:lowdin_charge:R:1
Cs -2.36869 -0.17125 1.34735 1.409
N -4.85831 2.07323 -1.47882 -0.002
C -3.77600 3.02363 -1.20594 -0.222
C -2.98960 2.77159 0.08717 -0.650
O -3.64324 2.23510 1.04864 -0.297
N -1.74650 3.15886 0.04412 0.022
C -1.00585 3.14151 1.29151 -0.192
C -0.11473 1.92445 1.59706 -0.788
O 0.52806 1.97502 2.66965 -0.069
O -0.08745 0.95542 0.78743 -0.410
H -5.32390 1.92115 -0.58682 0.042
H -4.44743 1.16887 -1.69901 0.035
H -4.21522 4.02264 -1.11899 0.100
H -3.08525 3.04996 -2.04931 0.092
H -1.65153 3.26120 2.17080 0.109
H -0.31542 3.99130 1.29263 0.100
Cl -1.44342 -3.33790 -0.38677 0.507
C -1.96724 -3.54247 1.30024 -1.025
Cl -0.70354 -3.06492 2.43696 0.549
H -2.20097 -4.58533 1.47653 0.027
H -2.84337 -2.91795 1.46304 -0.056
C 2.98623 0.39514 0.54175 -0.437
C 3.25400 1.02274 -0.82261 -0.437
As 1.73079 2.12101 -1.45580 1.355
C 2.65675 2.71189 -3.10148 -0.386
C 3.77457 3.53566 -2.95076 -0.140
C 4.44901 4.04664 -4.04938 -0.114
C 4.00382 3.75651 -5.33277 -0.124
C 2.88370 2.95563 -5.49922 -0.105
C 2.21835 2.43750 -4.39412 -0.106
C 0.58121 0.76136 -2.25162 -0.409
C -0.79334 0.88152 -2.04453 -0.111
C -1.64674 -0.09776 -2.53125 -0.085
C -1.14257 -1.19589 -3.22077 -0.121
C 0.22316 -1.30835 -3.43965 -0.110
C 1.08214 -0.32597 -2.95659 -0.148
As 1.92735 -1.27092 0.48828 1.323
C 2.35283 -1.73787 2.34649 -0.420
C 2.95308 -2.93753 2.72213 -0.132
C 3.12315 -3.25557 4.06333 -0.115
C 2.68714 -2.37845 5.04683 -0.117
C 2.08514 -1.18243 4.67883 -0.084
C 1.91446 -0.85795 3.33899 -0.108
C 3.31345 -2.38409 -0.39192 -0.394
C 4.68120 -2.31875 -0.13215 -0.117
C 5.58077 -3.11386 -0.82867 -0.103
C 5.12369 -3.99530 -1.80132 -0.117
C 3.76517 -4.07574 -2.06900 -0.103
C 2.87110 -3.27318 -1.36864 -0.126
H 2.42259 1.07256 1.18650 0.041
H 3.91993 0.15388 1.05738 0.055
H 3.58128 0.28447 -1.56021 0.052
H 4.06994 1.74607 -0.72733 0.049
H 4.11708 3.78632 -1.95177 0.089
H 5.31832 4.67867 -3.90729 0.091
H 4.52265 4.15878 -6.19494 0.087
H 2.52480 2.73064 -6.49703 0.093
H 1.34847 1.80890 -4.53950 0.091
H -1.15117 1.72359 -1.45573 0.057
H -2.71721 -0.02021 -2.35810 0.091
H -1.81654 -1.96550 -3.57927 0.095
H 0.62404 -2.16356 -3.97291 0.094
H 2.15001 -0.42950 -3.12534 0.097
H 3.28622 -3.63500 1.96243 0.091
H 3.58765 -4.19566 4.33993 0.089
H 2.80827 -2.63131 6.09388 0.088
H 1.73211 -0.49419 5.43769 0.102
H 1.43166 0.08123 3.06748 0.075
H 5.05356 -1.64368 0.63035 0.097
H 6.64126 -3.04666 -0.61326 0.092
H 5.82429 -4.61640 -2.34731 0.089
H 3.40061 -4.76104 -2.82549 0.093
H 1.80733 -3.32675 -1.58015 0.078
Br -7.52195 3.27037 2.32227 0.705
C -7.23110 1.50048 2.94755 -0.658
C -8.11126 0.96655 3.87545 -0.230
N -7.96431 -0.25878 4.36743 0.045
C -6.92550 -0.97366 3.93147 -0.099
C -6.01380 -0.52841 2.98537 -0.104
C -6.16436 0.75957 2.47837 -0.037
C -4.86703 -1.40168 2.50504 -0.819
O -3.95183 -1.64347 3.31933 -0.128
O -4.89469 -1.71993 1.29513 -0.121
H -8.95437 1.54796 4.23174 0.085
H -6.81283 -1.96360 4.36021 0.114
H -5.45412 1.17884 1.76878 0.082
```

***

Need the numbers? Relative energies in kcal/mol: 1 60.8; 2 0.0.

***

1:
C3H6O2 | the ωB97M-V functional and the def2-TZVPD basis

As for the lowest unoccupied orbital energy: 0.48 eV. The HOMO-LUMO gap comes out at 0.34005 Ha.

```
11
Properties=species:S:1:pos:R:3:lowdin_charge:R:1
C -1.69331 0.26985 0.20590 -0.069
C 0.11819 -0.99472 0.09992 -0.004
O -0.42679 -0.00634 0.81838 -0.188
C 1.43429 -0.47960 -0.36277 -0.299
O 1.86319 0.78429 0.05442 -0.055
H -2.40794 -0.53788 0.36805 0.093
H -1.52807 0.40284 -0.86951 0.092
H -1.99536 1.21789 0.63653 0.094
H 1.20822 -0.46948 -1.45442 0.136
H 2.19553 -1.25325 -0.22896 0.120
H 1.23203 1.06641 0.73247 0.079
```

***

2:
C3H6O2 | the ωB97M-V functional and the def2-TZVPD basis

The SMILES is O=C[C@@H]1CO1.[H][H]. As for the lowest unoccupied orbital energy: 0.68 eV. The HOMO-LUMO gap comes out at 0.40072 Ha.

```
11
Properties=species:S:1:pos:R:3:lowdin_charge:R:1
O 1.84971 -0.32781 -0.10690 0.044
C 1.24871 0.25852 0.75791 -0.205
C -0.13668 0.81188 0.59751 -0.260
C -1.25985 -0.06752 0.22559 -0.105
O -0.67408 0.81338 -0.70644 -0.042
H 0.59438 -1.02960 -2.00238 0.025
H 1.70082 0.43072 1.75644 0.125
H -0.35370 1.69542 1.20042 0.142
H 0.37257 -1.65992 -2.33193 0.047
H -2.26127 0.20263 0.56163 0.115
H -1.08061 -1.12771 0.04815 0.113
```

***

3:
C3H6O2 | the ωB97M-V functional and the def2-TZVPD basis

As for the lowest unoccupied orbital energy (spin up / spin down): 0.90 / 0.90 eV. The HOMO-LUMO gap (spin up / spin down) comes out at 0.29102 / 0.29107 Ha.

```
11
Properties=species:S:1:pos:R:3:lowdin_charge:R:1
C 0.85752 -0.20875 0.61541 -0.180
C -0.61840 -0.40226 0.91356 -0.141
O -1.22799 0.33391 -0.20479 -0.017
C -0.25471 0.99948 -0.79984 -0.260
O 0.86960 0.92798 -0.21029 -0.029
H 0.77661 -1.07333 -1.10171 0.070
H 1.58934 -0.12064 1.40935 0.090
H -0.95353 -1.44296 0.83929 0.113
H -1.01862 0.03215 1.84788 0.113
H 0.45548 -0.80347 -1.77299 0.083
H -0.47531 1.75788 -1.53588 0.158
```

***

4:
C3H6O2 | the ωB97M-V functional and the def2-TZVPD basis

The SMILES is C=CO.C=O. As for the lowest unoccupied orbital energy: 0.17 eV. The HOMO-LUMO gap comes out at 0.32258 Ha.

```
11
Properties=species:S:1:pos:R:3:lowdin_charge:R:1
O 0.73968 1.74060 -0.26137 -0.005
C 0.47806 2.52687 0.60339 -0.115
H 1.06460 2.54546 1.54530 0.088
H -0.34201 3.26651 0.63082 0.088
C -0.96003 -2.34826 0.58580 -0.002
C -0.40859 -1.21136 0.19528 -0.309
O 0.06907 -1.01124 -1.04842 -0.001
H -1.51065 -2.42996 1.50092 0.040
H -0.83954 -3.24120 -0.01530 0.056
H -0.34351 -0.36664 0.87249 0.093
H 0.29876 -0.07917 -1.18715 0.067
```

***

Need the numbers? Relative energies in kcal/mol: 1 47.6; 2 20.9; 3 66.7; 4 0.0.

***

1:
C3H6O2 | the ωB97M-V functional and the def2-TZVPD basis

The SMILES is CCOC=O. As for the lowest unoccupied orbital energy: 1.03 eV. The HOMO-LUMO gap comes out at 0.38836 Ha.

```
11
Properties=species:S:1:pos:R:3:lowdin_charge:R:1
C -1.49535 0.46897 0.55516 -0.076
C -0.29891 -0.31289 0.07306 -0.217
O 0.75481 0.67551 -0.19511 -0.026
C 1.89048 0.17019 -0.62767 -0.311
O 2.04595 -1.07868 -0.78843 -0.028
H -1.82962 1.17711 -0.20735 0.080
H -2.31622 -0.22166 0.77262 0.082
H -1.25764 1.03158 1.46288 0.081
H -0.50597 -0.87319 -0.84430 0.123
H 0.06189 -1.02226 0.82266 0.122
H 2.95059 -0.01471 -1.02352 0.169
```

***

2:
C3H6O2 | the ωB97M-V functional and the def2-TZVPD basis

The SMILES is COC(C)=O. As for the lowest unoccupied orbital energy: 0.69 eV. The HOMO-LUMO gap comes out at 0.40181 Ha.

```
11
Properties=species:S:1:pos:R:3:lowdin_charge:R:1
C 0.96537 0.87304 -0.08677 -0.032
C 0.92247 -0.64109 -0.04225 -0.473
C -1.46842 -0.47121 -0.04565 -0.059
H 0.66894 1.28815 -1.03887 0.066
H 0.27138 1.39323 0.81672 0.148
H 2.09399 1.20745 0.10431 0.128
H -2.22758 -1.20672 0.14182 0.098
H -1.43504 -0.12489 0.98901 0.087
H -1.45608 0.34821 -0.66121 0.060
O 1.95409 -1.38099 0.01256 0.035
O -0.28912 -1.28517 -0.18967 -0.057
```

***

3:
C3H6O2 | the ωB97M-V functional and the def2-TZVPD basis

The SMILES is OC[C@H]1CO1. As for the lowest unoccupied orbital energy: 1.10 eV. The HOMO-LUMO gap comes out at 0.41839 Ha.

```
11
Properties=species:S:1:pos:R:3:lowdin_charge:R:1
C -1.06891 -0.42616 -0.12034 -0.224
C 0.25850 -0.03026 0.51102 -0.280
C 1.55996 -0.07544 -0.15060 -0.128
H -1.58471 1.41025 -0.27371 0.090
H -0.89606 -0.61698 -1.21039 0.131
H -1.46443 -1.34199 0.33446 0.125
H 0.25249 0.00580 1.62378 0.155
H 2.45180 -0.15779 0.47267 0.112
H 1.66982 -0.49841 -1.14712 0.115
O -2.02051 0.60133 0.02937 -0.054
O 0.84205 1.12966 -0.06915 -0.043
```

***

Need the numbers? Relative energies in kcal/mol: 1 33.4; 2 0.0; 3 5.6.

***

1:
C3H6O2 | the ωB97M-V functional and the def2-TZVPD basis

As for the lowest unoccupied orbital energy: 0.71 eV. The HOMO-LUMO gap comes out at 0.36278 Ha.

```
11
Properties=species:S:1:pos:R:3:lowdin_charge:R:1
O -1.89544 -0.31234 -0.12678 0.000
C -0.95736 0.64480 0.10617 -0.299
C 0.42912 0.47379 0.38958 -0.068
C 1.07930 -0.79264 0.15517 -0.302
O 1.15242 -0.20765 -1.11306 -0.130
H -1.40243 -1.07837 -0.46078 0.097
H -0.50419 1.05374 -0.97583 0.196
H -1.42015 1.52142 0.56289 0.136
H 1.06646 1.33129 0.56975 0.146
H 0.41476 -1.65974 0.25140 0.111
H 2.03753 -0.97429 0.64148 0.113
```

***

2:
C3H6O2 | the ωB97M-V functional and the def2-TZVPD basis

As for the lowest unoccupied orbital energy (spin up / spin down): -0.69 / -0.28 eV. The HOMO-LUMO gap (spin up / spin down) comes out at 0.28274 / 0.30394 Ha.

```
11
Properties=species:S:1:pos:R:3:lowdin_charge:R:1
C 1.24683 0.62749 -0.74299 -0.036
O 0.25561 1.12697 -0.10639 -0.091
C -0.63362 0.56649 0.70428 -0.123
C -0.46015 -0.72977 1.29357 -0.313
O -1.25907 -1.23129 2.06867 0.011
H 1.53383 -0.40990 -0.62092 0.076
H -0.50252 -0.60853 -1.90280 0.070
H 1.80706 1.33385 -1.33987 0.087
H -1.06069 -0.66287 -1.40120 0.074
H -1.40592 1.25448 1.01777 0.127
H 0.47865 -1.26693 1.02989 0.117
```

***

Need the numbers? Relative energies in kcal/mol: 1 0.0; 2 17.9.